83
Properties=species:S:1:pos:R:3 method="wB97M-V/def2-TZVPD" e_lumo_ha="-0.505 / -0.505" energy_ha=-4494.9406 total_charge=+4 orbital_gap_ev="5.929 / 5.937" e_homo_ha="-0.7227 / -0.7227"
Mo -0.4300 -0.8186 0.1488
S -2.4477 0.4902 0.1544
C -2.9076 0.2110 -1.5531
C -4.2572 0.3221 -1.8556
C -4.7195 -0.1484 -3.0857
C -3.8441 -0.7282 -3.9906
C -2.4768 -0.8084 -3.7119
C -2.0140 -0.3488 -2.4928
S -0.3046 -0.0205 -2.1313
C 0.8619 -1.2914 -2.6763
C 2.0132 -1.0279 -1.7275
C 3.3230 -1.1084 -2.1484
C 4.3433 -0.7930 -1.2534
C 4.0089 -0.3843 0.0242
C 2.6708 -0.3181 0.3899
C 2.3113 0.1810 1.7577
S 0.5966 -0.2513 2.2179
C -0.0807 1.2859 2.7940
C 0.0119 1.6169 4.1324
C -0.4793 2.8560 4.5540
C -1.0504 3.7381 3.6520
C -1.1563 3.4003 2.3042
C -0.6791 2.1651 1.8842
S -0.7417 1.7373 0.1799
N 1.6819 -0.6512 -0.4602
H -4.9492 0.7541 -1.1422
H -5.7695 -0.0548 -3.3315
H -4.2125 -1.0887 -4.9424
H -1.7942 -1.1856 -4.4623
H 1.1650 -1.1092 -3.7076
H 0.4226 -2.2863 -2.5780
H 3.5512 -1.3983 -3.1650
H 5.3794 -0.8489 -1.5626
H 4.7747 -0.1040 0.7352
H 2.3724 1.2724 1.7951
H 2.9787 -0.2239 2.5189
H 0.4636 0.9429 4.8485
H -0.4055 3.1253 5.5996
H -1.4209 4.6956 3.9936
H -1.6051 4.0916 1.6022
F 2.2727 -5.7061 6.1127
C 3.0539 -5.6398 5.0356
F 4.1446 -4.9368 5.3370
F 3.4144 -6.8734 4.6919
C 2.2928 -4.9930 3.8863
C 1.0202 -5.4714 3.5840
C 0.3118 -4.9170 2.5365
C 0.8747 -3.8625 1.7988
C 2.1582 -3.4079 2.0937
C 2.8670 -3.9741 3.1420
P -0.0143 -3.2543 0.3784
C -1.6532 -2.6826 0.8828
C -2.7390 -2.6538 -0.0324
C -4.0123 -2.3152 0.3983
C -4.2168 -1.9447 1.7212
C -3.1714 -1.9492 2.6431
C -1.9040 -2.3217 2.2394
C -5.5956 -1.4637 2.1649
F -6.5358 -1.9191 1.3504
F -5.5892 -0.1204 2.1030
F -5.8465 -1.8348 3.4066
C -0.1101 -4.4586 -0.9369
C -1.2142 -5.3008 -1.1207
C -1.1574 -6.3048 -2.0707
C -0.0032 -6.4842 -2.8246
C 1.1101 -5.6774 -2.6240
C 1.0595 -4.6656 -1.6803
C 0.0120 -7.5874 -3.8767
F -0.8130 -7.2548 -4.8735
F 1.2317 -7.7611 -4.3734
F -0.4089 -8.7296 -3.3404
H 0.5954 -6.2780 4.1686
H -0.6693 -5.3074 2.2920
H 2.6298 -2.6430 1.4882
H 3.8672 -3.6383 3.3807
H -2.5764 -2.9386 -1.0663
H -4.8471 -2.3496 -0.2900
H -3.3677 -1.7021 3.6793
H -1.1028 -2.4032 2.9633
H -2.1055 -5.2048 -0.5136
H -2.0050 -6.9626 -2.2151
H 2.0108 -5.8532 -3.1969
H 1.9453 -4.0631 -1.5062